The following is a DFT calculation (the ωB97M-V functional and the def2-TZVPD basis) of a structure of composition C24H48Cl6F3K2N3O7P.

ORCA input file:
```
! wB97M-V def2-TZVPD RIJCOSX def2/J DEFGRID3
* xyz 1 1
K -11.3308 3.9729 1.7611
K -11.4332 -0.4177 2.3961
C -9.6796 2.6439 4.7910
O -10.2671 3.9459 4.5419
O -10.3153 1.7916 3.8642
C -8.0712 2.6137 4.9337
F -7.6645 3.5230 5.9118
F -7.5454 1.4814 5.4055
F -7.4899 3.0535 3.8150
C -11.1391 4.5146 5.5468
C -11.5354 5.9315 5.0767
H -11.8071 6.5947 5.8979
H -10.8118 6.5795 4.5821
H -12.3085 5.8069 4.3185
H -10.7586 4.7108 6.5492
H -12.1193 4.0735 5.7278
H -10.1133 2.4874 5.7786
Cl -3.2201 0.7363 3.6367
C -4.6259 1.4928 4.3058
C -4.3900 3.0812 4.7085
Cl -4.7486 4.0455 3.2234
H -4.8896 0.8800 5.1678
H -5.3729 1.2190 3.5607
H -3.3581 3.2278 5.0277
H -5.0520 3.3472 5.5326
Cl -8.6430 7.5909 7.0163
C -9.0262 9.3365 6.7420
C -10.3236 9.6439 7.4968
Cl -11.0244 10.9883 6.6857
H -9.2055 9.4804 5.6765
H -8.2429 10.0234 7.0623
H -10.2054 9.7790 8.5720
H -10.9115 8.7746 7.2022
Cl -10.0682 2.9595 10.3624
C -9.2666 2.4815 8.7938
C -9.5567 0.9624 8.4131
Cl -11.2288 0.7208 8.0212
H -8.2006 2.6971 8.8650
H -9.5450 3.1303 7.9634
H -9.0869 0.2506 9.0919
H -8.9663 0.7715 7.5169
O -6.2015 -4.4477 8.1258
P -5.9261 -3.2333 7.3037
N -5.9798 -1.7103 8.1531
C -5.4279 -1.6469 9.5720
C -5.7857 -0.4594 7.3484
N -7.0835 -2.9738 6.0565
C -7.1073 -4.0178 4.9201
C -8.5358 -2.7365 6.3357
N -4.3291 -3.0009 6.5876
C -4.2686 -2.4562 5.2127
C -3.2884 -3.8944 7.0937
H -4.7675 -2.5001 9.7269
H -6.1591 -1.8540 10.3534
H -4.8860 -0.7143 9.7299
H -4.7460 -0.1371 7.2917
H -6.3635 0.2896 7.8898
H -6.3215 -0.4394 6.3994
H -6.6222 -3.5605 4.0578
H -6.4509 -4.8372 5.2133
H -8.0692 -4.4735 4.6853
H -9.2339 -3.5684 6.2424
H -8.5999 -2.3955 7.3689
H -8.8774 -1.9018 5.7235
H -4.2028 -3.2832 4.5057
H -5.1725 -1.9046 4.9540
H -3.4979 -1.7008 5.0591
H -3.4429 -4.8699 6.6325
H -3.3848 -3.8712 8.1792
H -2.3393 -3.4295 6.8272
O -14.7589 -0.0781 7.3343
C -14.7311 0.6041 6.3440
O -15.2309 0.1469 5.2034
C -15.2269 1.0892 4.1765
C -14.2211 2.2342 4.5727
C -14.1676 1.9518 6.0457
H -16.2517 1.4583 4.1357
H -15.0406 0.5763 3.2329
H -14.6361 3.1970 4.2744
H -13.2483 2.0388 4.1215
H -14.6095 2.8088 6.5540
H -13.1384 1.9616 6.4047
O -12.8955 9.4768 8.8902
C -13.5206 8.4390 8.8066
O -13.5182 7.6667 7.5802
C -14.6425 6.7203 7.6476
C -14.7317 6.4152 9.1721
C -14.4853 7.7371 9.7915
H -14.3472 5.8642 7.0410
H -15.5136 7.1492 7.1523
H -13.9110 5.7116 9.3118
H -15.7208 6.0973 9.5020
H -14.0430 7.6021 10.7785
H -15.3501 8.3916 9.6830
*
```

Properties
gap between HOMO and LUMO	5.38	eV
HOMO level	-9.742	eV
E_LUMO	-4.37	eV
max |F|	3.54	eV/A



The following is a DFT calculation (the ωB97M-V functional and the def2-TZVPD basis) of a structure of composition C2H10N2O2.

ORCA input file:
```
! wB97M-V def2-TZVPD RIJCOSX def2/J DEFGRID3
* xyz 0 1
C 1.5227 -0.2790 -1.5403
N 1.1453 0.9521 -1.2148
O 2.7750 -0.6528 -1.2329
H 3.0185 -1.4451 -1.7287
H 1.6833 1.3570 -0.4564
H 0.0853 0.9452 -0.9644
H 1.0619 -0.7242 -2.4145
H 0.4284 -1.2717 -0.6079
C -1.7872 -0.0624 1.9791
N -1.0123 0.7877 1.0815
O -1.1614 0.2821 -0.2649
H -0.3758 -0.7344 -0.3411
H -1.4696 1.6963 1.0392
H -1.3154 -1.0444 2.0353
H -1.7702 0.3848 2.9757
H -2.8283 -0.1912 1.6550
*
```

Properties
gap between HOMO and LUMO	8.41	eV
HOMO level	-7.924	eV
E_LUMO	0.48	eV
max |F|	1.36	eV/A



The following is a DFT calculation (the ωB97M-V functional and the def2-TZVPD basis) of a cluster of 2 separate species, C3H11N2O in total.

ORCA input file:
```
! wB97M-V def2-TZVPD RIJCOSX def2/J DEFGRID3
* xyz 1 1
C -1.9717 0.5123 1.4449
C -1.1032 0.8615 0.2948
O 0.0141 0.3516 0.1572
N -1.6788 1.5778 -0.6963
H -2.6840 1.1773 1.9070
H -1.4386 -0.0270 2.2387
H -1.0797 2.0593 -1.3473
H -2.5829 1.9995 -0.5205
H -2.5682 -0.3690 1.1479
C 2.5390 -1.7988 0.0344
N 1.7839 -1.1375 -1.0761
H 0.8087 -0.8742 -0.8515
H 2.3528 -0.3922 -1.4616
H 1.7160 -1.8516 -1.8106
H 3.5911 -1.5907 -0.0438
H 2.4092 -2.8757 0.0169
H 2.2216 -1.4100 0.9980
*
```

Properties
gap between HOMO and LUMO	10.97	eV
HOMO level	-14.152	eV
E_LUMO	-3.18	eV
max |F|	2.59	eV/A



The following is a DFT calculation (the ωB97M-V functional and the def2-TZVPD basis) of a structure of composition C28H24Br2CrN3O4.

ORCA input file:
```
! wB97M-V def2-TZVPD RIJCOSX def2/J DEFGRID3
* xyz -1 5
Cr 0.6645 -0.9348 0.5386
C -1.5980 -0.9348 -1.8372
C -2.1046 -0.9348 -0.4296
C -3.5692 -0.9348 -0.1296
C -4.0001 -0.9348 1.1505
C -3.0115 -0.9348 2.2637
C -3.3506 -0.9348 3.6309
Br -5.1740 -0.9348 4.2197
C -2.3290 -0.9348 4.6014
C -0.9740 -0.9348 4.2243
Br 0.3881 -0.9348 5.5660
C -0.6382 -0.9348 2.8665
O 0.6601 -0.9348 2.4171
C -1.6619 -0.9348 1.9062
N -1.2687 -0.9348 0.5430
H -2.4402 -0.9348 -2.5610
H -0.9790 -1.8398 -2.0111
H -0.9790 -0.0298 -2.0111
H -4.2919 -0.9348 -0.9404
H -5.0659 -0.9348 1.3524
H -2.5897 -0.9348 5.6519
O 0.6645 -4.5141 -0.9548
C 0.6645 -3.2788 -0.6387
O 0.6645 -2.7980 0.5349
C 0.6645 -2.2536 -1.7531
C 0.6645 -2.6536 -3.0870
C 0.6645 -1.6828 -4.0827
C 0.6645 -0.3294 -3.7286
C 0.6645 0.6916 -4.6968
C 0.6645 2.0305 -4.3094
C 0.6645 2.3535 -2.9570
C 0.6645 1.3349 -1.9988
C 0.6645 -0.0064 -2.3556
N 0.6645 -0.9385 -1.3925
H 0.6645 -3.7118 -3.3316
H 0.6645 -1.9918 -5.1228
H 0.6645 0.4424 -5.7546
H 0.6645 2.8161 -5.0592
H 0.6645 3.3915 -2.6380
H 0.6645 1.5842 -0.9400
O 2.5879 -1.1284 0.5386
C 2.6820 -0.5160 1.8174
C 3.3310 0.8588 1.6894
C 2.8159 1.7079 0.5237
C 1.3574 2.0628 0.6372
C 0.9562 3.3866 0.8000
C -0.4045 3.6745 0.8652
C -1.3248 2.6391 0.7644
C -0.8422 1.3522 0.6024
N 0.4709 1.0441 0.5386
H 2.3781 -2.5260 0.8611
H 3.2928 -1.1528 2.4654
H 1.6821 -0.4561 2.2557
H 4.4067 0.7116 1.5278
H 3.2248 1.3987 2.6378
H 2.9777 1.1952 -0.4322
H 3.4165 2.6249 0.4738
H 1.6861 4.1865 0.8661
H -0.7420 4.6995 0.9862
H -2.3908 2.8295 0.8055
H -1.5177 0.5068 0.5135
H 1.6419 0.0426 1.5160
*
```

Properties
gap between HOMO and LUMO (spin up / spin down)	4.07 / 5.72	eV
HOMO level (spin up / spin down)	-1.857 / -3.577	eV
E_LUMO (spin up / spin down)	2.21 / 2.14	eV
max |F|	9.09	eV/A